Here is C30H39N7OPbS as an isolated structure from OMol25. Energies are from ωB97M-V/def2-TZVPD.

```
79
Properties=species:S:1:pos:R:3:mulliken_charge:R:1
Pb 0.1143 2.1043 2.0673 1.078
C 0.3107 2.5486 5.6246 -0.643
C -1.0193 1.8482 5.6489 -0.991
N -1.1102 1.0427 4.3710 -0.088
C -0.4838 -0.2851 4.3787 -1.617
C 1.0052 -0.3276 4.0716 0.963
C 1.7519 -1.5400 4.1808 -0.832
C 3.0590 -1.5462 3.6714 -0.664
C 3.5295 -0.4054 3.0254 -0.731
C 2.8146 0.7812 2.8454 0.317
C 3.2893 1.9942 2.1169 -0.648
N 2.2816 3.0697 2.0607 -0.394
C 2.2895 4.3554 2.7669 -0.770
C 1.7518 4.2919 4.3174 -0.697
N 0.5894 3.4733 4.4540 -0.043
N 1.5157 0.6446 3.2602 0.171
H 0.9962 1.6924 5.5160 0.360
H 0.4257 2.9145 6.6272 0.460
H -2.0275 2.3556 5.7044 0.400
H -1.1738 1.1618 6.4815 0.421
H -2.0506 0.7422 4.4591 0.293
H -0.8986 -0.8380 3.5471 0.480
H -0.7158 -0.8561 5.2339 0.544
H 1.2036 -2.4300 4.4921 0.468
H 3.7075 -2.3914 3.9508 0.464
H 4.4894 -0.3893 2.5626 0.565
H 3.7805 1.8412 1.0787 0.497
H 4.1388 2.2513 2.7190 0.350
H 2.5463 3.4730 0.8254 0.416
H 1.7307 5.0836 2.1048 0.326
H 3.3007 4.7299 2.8048 0.415
H 1.7893 5.3496 4.7367 0.417
H 2.6986 3.7985 4.7875 0.312
H -0.2919 4.0486 4.3952 0.391
C 1.1898 -2.2985 -5.4526 -1.002
C 0.5346 -1.1232 -4.6524 -0.496
N 1.0822 -0.7974 -3.3672 0.199
C 1.4851 0.5490 -3.2075 -0.276
C 2.0946 1.5018 -4.1726 -1.651
C 1.0786 -1.7435 -2.4444 0.179
S 1.4411 -1.1987 -0.8037 0.177
N 0.9168 -3.0434 -2.6791 -0.280
C 1.6260 -3.8293 -1.9534 0.546
O 2.1736 -3.6097 -0.8453 -0.824
C 1.8101 -5.2135 -2.5818 0.684
C 2.5200 -6.0934 -1.7501 -0.624
C 2.7398 -7.3853 -2.2572 -0.476
C 2.5153 -7.6094 -3.6417 -0.474
C 1.6854 -6.7873 -4.2912 -0.547
C 1.3360 -5.5034 -3.8434 -0.467
H 1.6024 -3.1266 -4.8152 0.231
H 2.0790 -1.9009 -6.0735 0.312
H 0.4824 -2.7253 -6.1456 0.304
H -0.4972 -1.4995 -4.3991 0.315
H 0.5040 -0.1608 -5.2301 0.359
H 2.3466 0.3537 -2.5508 0.500
H 0.9196 1.2185 -2.5130 0.162
H 2.5779 2.2697 -3.5483 0.399
H 1.4703 2.0926 -4.8519 0.401
H 2.8924 0.9780 -4.7320 0.353
H 2.8365 -5.7456 -0.7733 0.380
H 3.4510 -8.1347 -1.7697 0.271
H 3.0308 -8.4324 -4.1165 0.386
H 1.1810 -7.1541 -5.1640 0.385
H 0.6234 -4.9692 -4.4088 0.569
N -8.0004 -0.6148 -1.7720 -0.472
C -7.5286 0.3810 -2.1051 0.234
C -7.1386 1.8102 -1.8509 0.301
C -8.0427 2.1624 -0.7635 -0.265
C -8.3212 3.4648 -0.4868 -0.492
C -7.6258 4.4147 -1.2622 -0.324
C -6.8913 4.0962 -2.3826 -0.317
C -6.5840 2.7696 -2.7024 -0.417
H -8.5879 1.3491 -0.2900 0.367
H -9.1490 3.6762 0.2142 0.346
H -7.6126 5.4759 -0.9529 0.334
H -6.5541 4.9829 -2.9821 0.312
H -5.9369 2.4560 -3.5276 0.394
H 0.9058 0.1102 -0.9889 0.012
```

Output
**Gap between HOMO and LUMO**: 4.7 eV
**Max |F|**: 6.61 eV/A
**Charge**: +2
**E_LUMO**: -7.18 eV
**Energy relative to the best compared isomer or geometry (same formula, charge and spin)**: 58.4 kcal/mol

---

Here is a 2-piece molecular cluster, C30H39O2Si2 overall from OMol25. Energies are from ωB97M-V/def2-TZVPD.

```
73
Properties=species:S:1:pos:R:3:mulliken_charge:R:1
C 0.9992 -3.5257 2.1540 -0.843
Si -0.3656 -3.0342 0.9955 0.338
C -0.3106 -3.9961 -0.5904 -1.001
C -2.0379 -3.0836 1.7860 -1.050
O -0.0091 -1.4001 0.5886 -0.455
C 0.0412 -0.4222 1.5169 0.446
C -1.0629 0.2400 1.9477 -0.572
C -0.9768 1.2171 3.0269 -0.579
O 1.2396 -0.0883 1.9896 -0.148
Si 2.6083 0.3591 1.0317 0.234
C 4.0527 0.5881 2.1799 -0.935
C 2.9242 -0.9894 -0.2031 -0.938
C 2.0951 1.9626 0.2492 -1.054
H 0.7916 -4.5678 2.4374 0.442
H 1.9900 -3.4846 1.6824 0.253
H 1.0168 -2.9158 3.0678 0.151
H -0.5094 -5.0461 -0.3329 0.338
H -1.0785 -3.6719 -1.3040 0.308
H 0.6679 -3.9509 -1.0842 0.298
H -2.2206 -4.1404 2.0272 0.368
H -2.0935 -2.5032 2.7157 0.286
H -2.8285 -2.7443 1.1043 0.313
H -2.0054 0.0107 1.4678 0.460
H -1.9801 1.6267 3.1911 0.428
H -0.6437 0.7766 3.9753 -0.041
H -0.3078 2.0637 2.8143 0.212
H 4.9059 0.9084 1.5632 0.346
H 3.8746 1.3635 2.9366 0.211
H 4.3398 -0.3410 2.6888 0.297
H 3.7826 -0.6519 -0.8045 0.417
H 3.1919 -1.9455 0.2645 0.283
H 2.0751 -1.1484 -0.8813 0.229
H 2.9280 2.2829 -0.3928 0.397
H 1.1999 1.8529 -0.3776 0.312
H 1.9107 2.7467 0.9967 0.285
C 0.5136 -4.5352 9.3602 -0.362
C 0.8873 -4.0262 8.1066 -0.708
C 0.2948 -2.8607 7.6238 -0.445
C -0.7246 -2.2238 8.3615 -0.002
C -1.3473 -0.9899 7.8700 0.493
C -0.5261 0.0375 7.3737 -0.807
C -0.9801 1.2007 6.7751 -0.044
C -0.1316 2.2706 6.3182 0.714
C -0.7206 3.4727 5.8440 -0.333
C 0.0635 4.5268 5.3921 -0.679
C 1.4620 4.4089 5.3978 -0.412
C 2.0655 3.2311 5.8612 -0.741
C 1.2836 2.1715 6.3193 -0.324
C -2.8073 -0.8656 7.9121 0.387
C -3.4460 0.2664 8.4563 -0.440
C -4.8386 0.3427 8.4987 -0.753
C -5.6163 -0.6862 7.9494 -0.395
C -4.9948 -1.8129 7.3879 -0.694
C -3.6080 -1.9104 7.3931 -0.252
C -1.1074 -2.7608 9.6120 -0.146
C -0.4749 -3.8903 10.1209 -0.706
H 0.9887 -5.4389 9.7441 0.397
H 1.6433 -4.5333 7.5014 0.404
H 0.5745 -2.4380 6.6556 0.578
H 0.5503 -0.1259 7.4695 0.692
H -2.0560 1.3538 6.6683 0.526
H -1.8110 3.5385 5.8471 0.372
H -0.4190 5.4400 5.0379 0.399
H 2.0781 5.2366 5.0455 0.420
H 3.1530 3.1365 5.8732 0.437
H 1.7498 1.2516 6.6758 0.314
H -2.8272 1.0646 8.8712 0.552
H -5.3129 1.2142 8.9570 0.396
H -6.7055 -0.6174 7.9622 0.408
H -5.5878 -2.6208 6.9533 0.417
H -3.1083 -2.7825 6.9650 0.458
H -1.8785 -2.2407 10.1847 0.444
H -0.7620 -4.2693 11.1050 0.397
```

Output
**Gap between HOMO and LUMO**: 4.3 eV
**Max |F|**: 2.27 eV/A
**Charge**: +1
**E_LUMO**: -5.36 eV
**Energy relative to the best compared isomer or geometry (same formula, charge and spin)**: 32.8 kcal/mol

---

Here is C30H40As2B2MoN4O6S2 as an isolated structure from OMol25. Energies are from ωB97M-V/def2-TZVPD.

```
87
Properties=species:S:1:pos:R:3:lowdin_spin:R:1
Mo -0.5697 -0.5264 0.0317 1.701
C -0.4619 0.5461 -3.5864 0.009
As -1.5944 -0.3611 -2.3201 0.021
C -3.3654 0.3120 -2.7473 0.003
C -1.7524 -2.1572 -3.0518 -0.003
C -1.9064 -2.3625 -4.4203 -0.001
C -2.0970 -3.6422 -4.9159 0.000
C -2.1495 -4.7244 -4.0462 0.000
C -1.9981 -4.5238 -2.6840 -0.001
C -1.7934 -3.2404 -2.1846 0.000
As -1.5214 -2.9022 -0.2955 0.017
C -0.3921 -4.3931 0.2276 0.001
C -3.2423 -3.3879 0.4456 0.003
H -0.9533 0.5650 -4.5594 0.000
H 0.4865 0.0167 -3.6308 0.000
H -0.3118 1.5609 -3.2259 0.000
H -3.7044 -0.1519 -3.6730 0.000
H -3.3176 1.3920 -2.8603 0.000
H -4.0594 0.0686 -1.9437 0.000
H -1.8698 -1.5268 -5.1096 0.000
H -2.2029 -3.7974 -5.9814 0.000
H -2.3019 -5.7238 -4.4321 0.000
H -2.0288 -5.3758 -2.0137 0.000
H -1.0123 -5.1523 0.7041 0.000
H 0.3815 -4.0620 0.9151 0.000
H 0.0751 -4.8037 -0.6661 0.000
H -3.4675 -4.4264 0.2030 0.000
H -4.0077 -2.7381 0.0237 0.000
H -3.2133 -3.2437 1.5250 0.000
O 2.9203 -1.8871 -1.6521 0.014
C 1.9668 -1.6857 -0.9501 0.006
O 0.8206 -1.1759 -1.3750 0.053
C 1.9214 -2.0426 0.5592 0.004
O 2.7767 -2.7020 1.1000 0.006
O 0.8356 -1.6094 1.1434 0.021
C 0.8591 4.0440 -1.0479 0.001
N 0.3833 3.8925 0.3134 -0.001
C -0.2018 4.8906 1.0540 -0.001
C -0.4929 4.3510 2.2582 -0.001
N -0.0811 3.0375 2.2612 -0.001
B -0.3039 2.2367 3.6196 0.000
N 0.2664 0.7883 3.6483 0.000
C 1.3832 0.4702 4.3884 0.000
C 1.4605 -0.8755 4.4861 0.000
N 0.3758 -1.3782 3.8070 0.000
C 0.1037 -2.7885 3.6228 0.001
C -0.3317 -0.3586 3.2963 0.013
S -1.7367 -0.4993 2.2839 0.058
C 0.4556 2.7694 1.0707 0.007
S 1.1456 1.2850 0.4908 0.020
H 0.1055 4.5793 -1.6245 0.000
H 1.0138 3.0545 -1.4698 0.001
H 1.7993 4.5944 -1.0619 0.000
H -0.3791 5.8710 0.6507 0.000
H -0.9663 4.7826 3.1204 0.000
H -1.4892 2.2241 3.8283 0.000
H 0.3081 2.8548 4.4590 0.000
H 2.0240 1.2370 4.7800 0.000
H 2.1898 -1.5161 4.9456 0.000
H 1.0500 -3.3241 3.6181 0.000
H -0.3869 -2.9214 2.6637 0.000
H -0.5405 -3.1617 4.4195 0.000
C -4.7081 7.4733 -1.6133 0.000
C -3.2314 7.0625 -1.5646 0.000
C -2.4461 8.0931 -0.7415 0.000
C -2.6874 7.0733 -2.9935 0.000
C -3.0873 5.6899 -0.9030 0.001
C -3.6577 5.4746 0.3570 0.001
C -3.5336 4.2719 1.0482 0.001
C -2.8060 3.2807 0.4318 -0.001
O -2.4894 2.0334 0.8942 0.009
B -1.6856 1.4223 -0.0731 0.029
O -1.5717 2.3336 -1.1726 0.004
C -2.2477 3.4696 -0.8130 -0.001
C -2.3674 4.6538 -1.5080 0.000
H -4.8150 8.4233 -2.1406 0.000
H -5.1292 7.6018 -0.6166 0.000
H -5.3039 6.7230 -2.1353 0.000
H -2.5533 9.0903 -1.1739 0.000
H -1.3836 7.8425 -0.7221 0.000
H -2.8014 8.1308 0.2888 0.000
H -2.8503 8.0568 -3.4366 0.000
H -3.1878 6.3358 -3.6236 0.000
H -1.6142 6.8772 -3.0212 0.000
H -4.2109 6.2756 0.8289 0.000
H -3.9668 4.1277 2.0279 0.000
H -1.9086 4.7614 -2.4801 0.000
```

Output
**Gap between HOMO and LUMO (alpha / beta)**: 8.0 / 7.4 eV
**⟨S²⟩**: 2.02
**Max |F|**: 0.69 eV/A
**Spin multiplicity**: 3
**E_LUMO (alpha / beta)**: 0.38 / -0.65 eV
**Energy relative to the best compared isomer or geometry (same formula, charge and spin)**: 0.0 kcal/mol

---

- Which formula does entry 2 have?
  C30H39O2Si2

---

- Number 3 is which compound?
  C30H40As2B2MoN4O6S2